31
Properties=species:S:1:pos:R:3:nbo_charge:R:1 method="wB97M-V/def2-TZVPD" charge=+2 lumo_energy_ha="-0.3471 / -0.3472" energy_ev=-75850.255 e_above_lowest_kj_mol=78.74
Ru -0.0241 -0.0003 0.0127 0.347
O -6.6252 -0.3703 -1.3386 -0.398
C -5.4900 -0.3029 -1.0396 0.241
S -4.5883 1.2547 -0.8698 0.502
C -3.0894 0.5439 -0.4131 -0.392
C -3.0274 -0.8575 -0.3323 -0.391
S -1.6296 -1.7364 0.1090 0.316
S -4.4555 -1.7452 -0.6970 0.502
S -1.7768 1.5872 -0.0825 0.318
C 3.5744 0.3765 3.7930 -0.423
N 3.8182 0.3047 2.3575 -0.303
C 5.0536 0.3246 1.7527 -0.003
C 4.8603 0.2398 0.4277 -0.064
N 3.4824 0.1660 0.2058 -0.343
C 2.8609 0.2088 1.4267 0.250
S 1.2185 0.1637 1.9062 0.143
C 2.9183 0.0669 -1.0813 0.407
C 3.7484 0.0393 -2.1998 -0.239
C 3.2003 -0.0576 -3.4616 -0.076
C 1.8179 -0.1273 -3.6092 -0.222
C 1.0615 -0.0952 -2.4691 0.065
N 1.5880 -0.0005 -1.2286 -0.494
H 4.5275 0.4483 4.3070 0.249
H 3.0510 -0.5155 4.1348 0.243
H 2.9727 1.2522 4.0331 0.243
H 5.9710 0.3973 2.3108 0.269
H 5.6032 0.2284 -0.3447 0.258
H 4.8196 0.0925 -2.1017 0.249
H 3.8473 -0.0788 -4.3281 0.263
H 1.3533 -0.2039 -4.5809 0.267
H -0.0235 -0.1465 -2.5252 0.217